This record from the Open Molecules 2025 dataset describes a structure of composition C38H70AlN8O2 in a non-equilibrium geometry. The level of theory is wB97M-V/def2-TZVPD.

ORCA input file:
```
! wB97M-V def2-TZVPD RIJCOSX def2/J DEFGRID3
* xyz 1 1
Al -12.24 32.48 -23.36
C -12.10 33.92 -28.01
C -13.39 33.43 -27.32
C -14.24 32.45 -28.17
O -13.13 32.88 -26.11
H -12.37 34.33 -28.99
H -11.42 33.07 -28.09
H -11.60 34.69 -27.43
H -14.06 34.29 -27.11
H -13.63 31.57 -28.38
H -14.46 32.84 -29.17
H -15.19 32.15 -27.74
C -13.54 36.58 -24.39
C -12.61 36.61 -23.20
C -13.28 37.38 -22.03
O -12.17 35.38 -22.86
H -14.52 36.15 -24.21
H -13.12 36.02 -25.23
H -13.73 37.57 -24.81
H -11.73 37.24 -23.42
H -13.45 38.40 -22.37
H -12.60 37.42 -21.18
H -14.26 37.01 -21.73
C -18.99 30.76 -25.48
C -17.58 31.32 -25.46
C -16.50 30.36 -25.98
C -16.74 29.94 -27.38
N -16.94 29.64 -28.47
H -19.75 31.54 -25.43
H -19.18 30.08 -24.65
H -19.24 30.29 -26.43
H -17.30 31.68 -24.47
H -17.59 32.19 -26.12
H -16.46 29.45 -25.38
H -15.54 30.88 -25.94
C -11.45 37.77 -28.33
C -10.88 38.41 -27.07
C -10.15 37.39 -26.18
C -8.87 36.88 -26.69
N -7.89 36.45 -27.10
H -11.73 38.52 -29.06
H -12.33 37.16 -28.07
H -10.79 37.01 -28.74
H -11.60 38.94 -26.45
H -10.19 39.21 -27.35
H -10.89 36.61 -25.98
H -9.91 37.81 -25.20
C -16.37 36.16 -26.35
C -16.96 34.78 -26.64
C -18.50 34.80 -26.55
C -18.98 34.95 -25.17
N -19.39 35.06 -24.10
H -15.28 36.07 -26.46
H -16.62 36.50 -25.35
H -16.73 36.85 -27.11
H -16.57 34.07 -25.90
H -16.71 34.41 -27.63
H -18.93 33.84 -26.87
H -18.97 35.61 -27.09
C -11.28 30.02 -29.36
C -12.35 29.03 -28.89
C -12.64 29.04 -27.40
C -13.75 28.17 -27.09
N -14.66 27.48 -26.90
H -11.58 31.03 -29.09
H -11.21 29.97 -30.45
H -10.33 29.78 -28.88
H -12.21 28.00 -29.22
H -13.28 29.27 -29.42
H -12.78 30.06 -27.01
H -11.79 28.69 -26.81
C -8.42 32.24 -28.19
C -7.31 31.17 -28.27
C -6.82 30.98 -29.70
C -7.81 30.28 -30.53
N -8.62 29.78 -31.17
H -8.90 32.28 -27.21
H -9.15 32.05 -28.98
H -8.08 33.27 -28.28
H -7.79 30.31 -27.81
H -6.48 31.48 -27.64
H -5.88 30.43 -29.72
H -6.66 31.95 -30.17
C -15.26 36.20 -29.84
C -14.20 36.42 -30.91
C -14.83 37.03 -32.17
C -15.86 36.18 -32.79
N -16.66 35.52 -33.28
H -16.11 35.62 -30.21
H -15.67 37.12 -29.43
H -14.88 35.60 -29.00
H -13.67 35.49 -31.11
H -13.40 37.06 -30.57
H -14.09 37.22 -32.94
H -15.32 37.97 -31.92
C -10.68 33.17 -31.58
C -10.59 34.67 -31.84
C -9.64 35.47 -30.93
C -8.33 34.82 -30.85
N -7.29 34.33 -30.78
H -9.68 32.75 -31.53
H -11.26 32.65 -32.34
H -11.13 32.89 -30.61
H -11.55 35.17 -31.76
H -10.31 34.78 -32.89
H -10.03 35.46 -29.91
H -9.56 36.52 -31.20
C -13.78 30.65 -32.81
C -14.39 31.40 -31.64
C -15.09 32.72 -32.06
C -14.21 33.54 -32.89
N -13.54 34.19 -33.56
H -13.18 29.80 -32.50
H -13.10 31.30 -33.38
H -14.56 30.37 -33.51
H -13.61 31.74 -30.95
H -15.08 30.81 -31.04
H -15.40 33.30 -31.19
H -16.02 32.55 -32.60
*
```

Values from the calculation:
Lowest unoccupied orbital energy = -9.218 eV
HOMO energy = -12.28 eV

---

This record from the Open Molecules 2025 dataset describes a structure of composition C29H22BN4O3Ru. The level of theory is wB97M-V/def2-TZVPD.

ORCA input file:
```
! wB97M-V def2-TZVPD RIJCOSX def2/J DEFGRID3
* xyz 0 6
Ru -0.27 -0.19 0.03
O -0.99 2.58 -2.84
C -0.68 1.53 -2.27
N -0.79 1.44 -0.83
C -1.24 2.57 -0.07
C -1.32 2.17 1.38
C -1.76 3.04 2.37
C -1.82 2.59 3.67
C -1.45 1.29 3.96
C -1.03 0.47 2.93
N -0.96 0.92 1.67
C -0.20 0.31 -2.82
C 0.03 0.09 -4.19
C 0.43 -1.13 -4.63
C 0.62 -2.19 -3.69
C 0.39 -1.94 -2.36
N 0.01 -0.73 -1.91
H -2.22 2.91 -0.43
H -0.57 3.43 -0.19
H -2.04 4.05 2.10
H -2.15 3.26 4.46
H -1.49 0.90 4.97
H -0.73 -0.55 3.09
H -0.14 0.92 -4.87
H 0.61 -1.31 -5.68
H 0.92 -3.18 -4.00
H 0.51 -2.71 -1.61
C 1.47 -3.49 2.23
C 0.35 -4.38 2.35
C -0.85 -4.03 1.80
C -1.01 -2.80 1.13
N 0.10 -1.93 1.04
C 1.29 -2.32 1.58
C -2.21 -2.35 0.50
C -3.45 -3.04 0.53
C -4.56 -2.56 -0.13
C -4.52 -1.37 -0.86
C -3.33 -0.65 -0.90
C -2.24 -1.14 -0.23
H 2.44 -3.74 2.64
H 0.45 -5.33 2.86
H -1.69 -4.70 1.87
H 2.11 -1.62 1.46
H -3.53 -3.97 1.09
H -5.48 -3.12 -0.08
H -5.39 -1.01 -1.38
H -3.26 0.27 -1.47
O 1.75 2.06 0.61
B 1.50 0.91 -0.15
O 2.56 0.63 -1.00
C 3.49 1.62 -0.76
C 4.72 1.80 -1.35
C 5.46 2.89 -0.91
C 4.98 3.75 0.07
C 3.73 3.56 0.66
C 3.01 2.48 0.21
H 5.08 1.12 -2.11
H 6.44 3.07 -1.34
H 5.59 4.59 0.39
H 3.34 4.22 1.42
*
```

Values from the calculation:
Lowest unoccupied orbital energy (alpha / beta) = 0.006 / -1.939 eV
HOMO energy (alpha / beta) = -4.92 / -8.06 eV

---

This record from the Open Molecules 2025 dataset describes a structure of composition C39H45FMnN7O3 in a non-equilibrium geometry. The level of theory is wB97M-V/def2-TZVPD.

ORCA input file:
```
! wB97M-V def2-TZVPD RIJCOSX def2/J DEFGRID3
* xyz 1 2
Mn 0.85 1.27 -1.67
F -0.28 0.41 4.86
C -0.53 -0.51 3.89
C -0.42 -0.15 2.58
C -0.61 -1.10 1.57
C -0.46 -0.65 0.19
O -0.30 0.57 -0.04
C -0.53 -1.68 -0.79
C -0.86 -2.94 -0.40
N -1.07 -3.36 0.88
C -1.39 -4.76 1.01
C -2.35 -5.36 1.99
C -0.88 -5.71 2.06
C -0.91 -2.44 1.90
C -1.07 -2.75 3.26
C -0.89 -1.80 4.25
N -1.05 -2.22 5.61
C 0.08 -2.94 6.19
C -0.45 -3.82 7.35
N -1.90 -3.51 7.52
C -2.12 -2.05 7.79
C -1.58 -1.26 6.57
C -0.27 -1.47 -2.28
O -0.86 -2.22 -3.05
O 0.53 -0.54 -2.58
H -0.16 0.86 2.29
H -0.98 -3.68 -1.18
H -1.43 -5.19 0.02
H -3.03 -6.11 1.60
H -2.78 -4.73 2.75
H -0.56 -6.68 1.72
H -0.29 -5.31 2.87
H -1.37 -3.73 3.58
H 0.85 -2.26 6.57
H 0.53 -3.57 5.43
H 0.03 -3.60 8.30
H -0.36 -4.88 7.14
H -2.33 -4.08 8.25
H -2.36 -3.71 6.62
H -1.57 -1.82 8.70
H -3.18 -1.89 7.95
H -0.84 -0.54 6.91
H -2.39 -0.71 6.09
C 0.43 5.49 -0.61
C 1.50 5.70 0.25
C 2.26 4.62 0.64
C 1.94 3.36 0.15
N 0.93 3.16 -0.72
C 0.19 4.21 -1.07
C 2.67 2.15 0.51
C 3.58 2.06 1.57
C 4.21 0.85 1.81
C 3.92 -0.23 1.00
C 3.01 -0.07 -0.03
N 2.38 1.08 -0.26
H -0.20 6.31 -0.93
H 1.73 6.70 0.61
H 3.11 4.76 1.29
H -0.60 4.00 -1.78
H 3.78 2.92 2.19
H 4.91 0.77 2.62
H 4.41 -1.19 1.14
H 2.77 -0.88 -0.71
C 4.62 2.12 -4.64
C 4.25 0.83 -4.29
C 3.15 0.61 -3.48
C 2.37 1.65 -2.96
C 2.77 2.94 -3.33
C 3.87 3.18 -4.16
H 5.48 2.30 -5.27
H 4.82 -0.01 -4.67
H 2.87 -0.41 -3.26
H 2.22 3.81 -2.98
H 4.14 4.20 -4.42
C -4.09 1.43 -5.93
C -3.01 0.53 -5.32
N -1.84 1.28 -4.89
C -0.90 1.68 -5.93
C -0.87 3.19 -6.18
C -1.52 1.47 -3.59
C -2.49 1.03 -2.54
N -0.42 2.03 -3.20
H -4.95 0.84 -6.23
H -3.71 1.94 -6.81
H -4.41 2.18 -5.21
H -2.69 -0.21 -6.05
H -3.42 -0.03 -4.48
H -1.21 1.18 -6.85
H 0.10 1.30 -5.69
H -1.87 3.57 -6.38
H -0.24 3.40 -7.04
H -0.46 3.73 -5.32
H -2.58 -0.06 -2.53
H -3.48 1.45 -2.71
H -2.13 1.35 -1.57
H 0.20 2.26 -3.97
*
```

Values from the calculation:
Lowest unoccupied orbital energy (alpha / beta) = -3.284 / -3.284 eV
HOMO energy (alpha / beta) = -8.26 / -7.20 eV

---

This record from the Open Molecules 2025 dataset describes an isolated molecule of C5H8O. The level of theory is wB97M-V/def2-TZVPD.

ORCA input file:
```
! wB97M-V def2-TZVPD RIJCOSX def2/J DEFGRID3
* xyz 0 1
O 0.80 -2.27 0.83
C 0.42 -1.22 0.38
C 1.30 0.02 0.15
C 0.38 1.07 -0.48
C -1.01 0.65 0.05
C -1.00 -0.88 -0.05
H 1.71 0.35 1.11
H 2.16 -0.28 -0.47
H 0.62 2.09 -0.20
H 0.42 1.01 -1.58
H -1.86 1.14 -0.44
H -1.02 0.89 1.11
H -1.74 -1.38 0.58
H -1.12 -1.25 -1.08
*
```

Values from the calculation:
Lowest unoccupied orbital energy = 1.021 eV
HOMO energy = -9.39 eV
SMILES = O=C1CCCC1

---

This record from the Open Molecules 2025 dataset describes a structure of composition C29H27FN7O8Ru in a non-equilibrium geometry. The level of theory is wB97M-V/def2-TZVPD.

ORCA input file:
```
! wB97M-V def2-TZVPD RIJCOSX def2/J DEFGRID3
* xyz 1 1
Ru -0.89 1.30 -0.91
O 2.68 -0.12 -0.29
C 1.77 0.61 0.04
O 1.03 1.25 -0.81
C 1.49 0.86 1.51
C 2.57 0.99 2.34
C 2.40 1.13 3.72
C 1.13 1.12 4.28
C 0.03 1.00 3.45
C 0.15 0.92 2.02
O -0.89 0.88 1.30
N -1.28 0.94 4.05
O -2.23 0.74 3.33
O -1.34 1.08 5.25
N 3.57 1.25 4.56
O 3.40 1.21 5.75
O 4.63 1.39 4.00
H 3.57 0.96 1.94
H 1.00 1.19 5.35
C -5.09 1.29 -2.05
C -5.18 0.53 -0.73
C -3.85 0.87 -0.05
O -2.96 1.25 -1.12
C -3.61 1.14 -2.38
H -5.33 2.34 -1.91
H -5.74 0.88 -2.82
H -5.25 -0.54 -0.92
H -6.03 0.84 -0.13
H -3.43 0.04 0.51
H -3.94 1.73 0.62
H -3.39 0.15 -2.82
H -3.22 1.92 -3.05
F -0.34 4.60 3.82
C -0.48 4.36 2.51
C 0.65 4.20 1.72
C 0.49 3.90 0.39
C -0.80 3.73 -0.18
C -0.92 3.36 -1.56
C -1.93 3.96 0.66
C -1.77 4.26 1.99
H 1.63 4.32 2.16
H 1.35 3.79 -0.26
H -0.04 3.56 -2.17
H -1.86 3.61 -2.06
H -2.92 3.92 0.23
H -2.62 4.45 2.64
C 0.43 -0.95 -3.22
C -0.22 -1.59 -2.06
N -0.83 -0.93 -1.08
C -1.28 -1.86 -0.18
C -0.94 -3.09 -0.63
N -0.28 -2.92 -1.82
C 0.28 -3.98 -2.62
N 1.71 -3.93 -2.66
N 2.35 -3.78 -3.83
N 3.59 -3.87 -3.67
C 3.88 -4.09 -2.36
C 5.07 -4.27 -1.67
C 4.99 -4.46 -0.31
C 3.76 -4.46 0.36
C 2.57 -4.29 -0.29
C 2.64 -4.12 -1.67
H 0.21 0.13 -3.20
H 0.08 -1.37 -4.16
H 1.51 -1.08 -3.17
H -1.79 -1.58 0.72
H -1.13 -4.06 -0.22
H -0.05 -3.90 -3.67
H -0.06 -4.93 -2.20
H 6.01 -4.28 -2.20
H 5.89 -4.61 0.26
H 3.76 -4.61 1.43
H 1.62 -4.28 0.23
*
```

Values from the calculation:
Lowest unoccupied orbital energy (alpha / beta) = -6.095 / -6.023 eV
HOMO energy (alpha / beta) = -11.21 / -11.21 eV

---

This record from the Open Molecules 2025 dataset describes a cluster of 4 separate species, CH8O5 in total in a non-equilibrium geometry. The level of theory is wB97M-V/def2-TZVPD.

ORCA input file:
```
! wB97M-V def2-TZVPD RIJCOSX def2/J DEFGRID3
* xyz 0 1
O 0.21 0.70 2.10
C -0.91 0.53 2.60
O -1.74 -0.46 2.20
H -1.26 1.24 3.38
H -1.54 -0.81 1.28
O -1.21 -1.36 -0.38
H -0.80 -0.90 -1.15
H -1.45 -2.18 -0.80
O 0.35 0.72 -2.98
H 0.91 0.75 -3.79
H 1.22 0.89 -2.44
O 1.96 0.09 -0.27
H 2.40 0.88 -0.41
H 1.87 -0.09 0.65
*
```

Values from the calculation:
Lowest unoccupied orbital energy = 0.506 eV
HOMO energy = -10.43 eV
SMILES = O=CO.O.O.O

---

This record from the Open Molecules 2025 dataset describes an isolated molecule of C5H9NO2 in a non-equilibrium geometry. The level of theory is wB97M-V/def2-TZVPD.

ORCA input file:
```
! wB97M-V def2-TZVPD RIJCOSX def2/J DEFGRID3
* xyz 0 1
N 1.29 -1.48 1.63
C 0.80 -1.51 0.36
O 0.08 -2.40 -0.04
C 1.14 -0.30 -0.50
C 0.30 0.94 -0.21
C -1.20 0.66 -0.01
C -2.08 1.19 -1.10
O -2.26 2.37 -1.26
H 1.19 -2.26 2.27
H 1.97 -0.79 1.88
H 1.01 -0.64 -1.52
H 2.20 -0.08 -0.40
H 0.40 1.64 -1.03
H 0.68 1.46 0.67
H -1.58 1.14 0.90
H -1.40 -0.39 0.15
H -2.55 0.46 -1.78
*
```

Values from the calculation:
Lowest unoccupied orbital energy = 0.673 eV
HOMO energy = -9.83 eV
SMILES = NC(=O)CCCC=O

---

This record from the Open Molecules 2025 dataset describes a cluster of 3 separate species, C5H16N2O3 in total in a non-equilibrium geometry. The level of theory is wB97M-V/def2-TZVPD.

ORCA input file:
```
! wB97M-V def2-TZVPD RIJCOSX def2/J DEFGRID3
* xyz 0 1
C -2.29 0.91 1.71
C -2.05 0.46 0.24
C -0.86 -0.53 0.26
N -1.19 -1.62 -0.63
C 0.37 0.15 -0.49
O 0.30 0.29 -1.70
N 1.48 0.42 0.23
C 1.63 0.19 1.71
H -2.49 0.06 2.34
H -3.21 1.51 1.85
H -1.43 1.54 1.97
H -2.92 0.04 -0.28
H -1.89 1.36 -0.36
H -0.68 -0.84 1.29
H -1.66 -1.27 -1.45
H -0.50 -2.31 -0.88
H 2.31 0.76 -0.22
H 1.67 -0.86 1.98
H 0.76 0.61 2.21
H 2.50 0.81 1.84
O 1.12 -2.63 -1.73
H 0.88 -3.38 -2.30
H 0.70 -1.92 -2.22
O 2.88 2.10 -1.79
H 2.30 1.41 -2.15
H 2.28 2.76 -1.43
*
```

Values from the calculation:
Lowest unoccupied orbital energy = 0.725 eV
HOMO energy = -8.69 eV
SMILES = CC[C@@H](N)C(=O)NC.O.O

---

This record from the Open Molecules 2025 dataset describes a structure of composition C31H37CoN7O2SSbSe in a non-equilibrium geometry. The level of theory is wB97M-V/def2-TZVPD.

ORCA input file:
```
! wB97M-V def2-TZVPD RIJCOSX def2/J DEFGRID3
* xyz 2 5
Co 1.28 -0.23 -0.09
O -1.86 -1.48 -3.12
C -1.25 -1.02 -4.23
C -1.75 -1.36 -5.49
C -1.14 -0.89 -6.63
C -0.03 -0.05 -6.54
C 0.48 0.29 -5.31
C -0.11 -0.19 -4.13
C 0.48 0.11 -2.84
O -0.07 -0.24 -1.73
N 1.65 0.74 -2.85
N 2.23 0.79 -1.69
C 3.39 1.31 -1.45
C 3.87 1.19 -0.10
C 5.18 1.50 0.27
C 5.59 1.29 1.57
C 4.66 0.81 2.49
C 3.37 0.57 2.07
N 2.98 0.72 0.80
H -1.39 -1.07 -2.36
H -2.62 -2.01 -5.54
H -1.54 -1.15 -7.59
H 0.44 0.32 -7.44
H 1.35 0.94 -5.22
H 4.01 1.76 -2.22
H 5.85 1.89 -0.48
H 6.61 1.49 1.87
H 4.93 0.64 3.52
H 2.60 0.24 2.76
C 0.50 5.75 0.28
C 1.45 4.58 0.15
Sb 0.42 2.66 0.55
C 0.35 2.78 2.74
C -1.03 3.08 3.28
C -1.68 3.08 0.04
C -1.90 2.98 -1.46
H 1.04 6.68 0.08
H 0.09 5.82 1.29
H -0.31 5.68 -0.44
H 2.25 4.63 0.90
H 1.89 4.53 -0.84
H 1.06 3.56 3.03
H 0.72 1.83 3.13
H -1.37 4.06 2.97
H -1.01 3.06 4.37
H -1.74 2.33 2.95
H -1.90 4.08 0.41
H -2.28 2.35 0.58
H -1.35 3.75 -2.00
H -2.96 3.12 -1.68
H -1.60 2.01 -1.85
S 2.51 -2.29 -0.83
C 2.65 -2.86 0.73
N 3.31 -4.04 0.98
C 3.38 -4.57 2.21
C 2.79 -3.90 3.26
C 2.16 -2.68 2.96
N 2.10 -2.18 1.75
H 3.73 -4.51 0.18
H 3.90 -5.51 2.33
H 2.81 -4.29 4.26
H 1.66 -2.10 3.74
C -3.37 -0.85 2.97
N -3.06 -1.65 1.82
C -1.96 -1.57 1.06
Se -0.52 -0.47 1.48
N -2.07 -2.44 0.04
C -3.27 -3.13 0.16
C -3.86 -4.14 -0.60
C -5.08 -4.62 -0.16
C -5.69 -4.12 1.00
C -5.12 -3.12 1.75
C -3.89 -2.63 1.31
H -2.51 -0.23 3.21
H -3.61 -1.48 3.82
H -4.23 -0.21 2.75
H -1.41 -2.54 -0.72
H -3.38 -4.53 -1.48
H -5.57 -5.39 -0.71
H -6.64 -4.54 1.31
H -5.59 -2.74 2.64
*
```

Values from the calculation:
Lowest unoccupied orbital energy (alpha / beta) = -5.590 / -7.964 eV
HOMO energy (alpha / beta) = -12.30 / -12.29 eV

---

Summary of E_tot in eV
-63138.261 -45789.801 -91777.684 -7362.220 -62607.162 -11404.013 -10916.099 -14567.011 -167606.299
(order as listed above)
Summary of energy relative to the best compared isomer or geometry (same formula, charge and spin) in kJ/mol
51.7 231.2 67.9 3.4 130.9 90.5 46.0 133.7 67.5
(order as listed above)